## one
{
  "formula": "C6H8O2",
  "method": "ωB97M-V/def2-TZVPD",
  "lumo_ev": -0.208,
  "spin_multiplicity": 1,
  "smiles": "C=C(C=O)/C(O)=C/C",
  "elements": ["H", "C", "C", "H", "C", "O", "O", "C", "H", "C", "C", "H", "H", "H", "H", "H"],
  "coordinates": [[-2.008, -0.995, -2.450], [0.872, -1.336, 1.357], [-0.335, 0.392, 0.009], [1.628, -1.516, 2.140], [-1.300, -0.182, -2.234], [-1.068, 1.549, 0.146], [0.405, -2.299, 0.759], [0.687, 0.083, 1.018], [-0.631, -0.099, -3.094], [1.500, 0.999, 1.568], [-0.533, -0.470, -0.993], [-1.855, 0.746, -2.136], [-0.079, -1.568, -0.765], [2.188, 0.740, 2.357], [-0.924, 1.916, 1.024], [1.455, 2.041, 1.294]],
  "mulliken_charge": [0.282, -0.099, 0.637, 0.291, -1.073, -0.549, -0.529, 0.257, 0.251, -0.973, -0.055, 0.318, 0.313, 0.270, 0.332, 0.327]
}

## two
{
  "formula": "C6H8O2",
  "method": "ωB97M-V/def2-TZVPD",
  "lumo_ev": 0.726,
  "spin_multiplicity": 1,
  "smiles": "C=C1C[C@H]1CC(=O)O",
  "elements": ["C", "H", "C", "H", "H", "O", "O", "H", "H", "C", "C", "H", "C", "H", "C", "H"],
  "coordinates": [[-0.713, 0.024, -1.480], [0.626, -0.273, -3.142], [-0.037, 0.434, -0.281], [-2.059, 1.327, -0.372], [-1.254, -0.519, -3.472], [1.503, 0.891, 2.319], [0.422, -1.034, 2.891], [1.778, -0.430, 0.252], [-2.082, -0.432, 0.314], [-1.583, 0.375, -0.239], [-0.438, -0.334, -2.743], [0.449, -1.607, 0.273], [0.783, -0.543, 0.568], [0.252, 1.460, -0.174], [0.813, -0.255, 2.015], [1.540, 0.916, 3.271]],
  "mulliken_charge": [0.044, 0.234, -0.105, 0.275, 0.260, -0.443, -0.568, 0.345, 0.261, -0.562, -0.754, 0.306, -0.472, 0.379, 0.475, 0.325]
}

## three
{
  "formula": "C6H8O2",
  "method": "ωB97M-V/def2-TZVPD",
  "lumo_ev": [-1.414, -1.415],
  "spin_multiplicity": 1,
  "elements": ["C", "H", "H", "H", "O", "C", "C", "C", "H", "H", "H", "O", "C", "H", "H", "C"],
  "coordinates": [[-0.882, -1.414, 0.947], [1.977, 1.474, -1.109], [-0.403, 1.345, 1.452], [0.714, -1.647, -1.725], [0.000, -1.914, -1.133], [1.634, -0.363, 0.073], [-0.145, 0.790, -0.621], [-0.875, 1.507, 0.484], [-0.650, 0.905, -1.587], [-1.932, 1.243, 0.528], [-1.009, -0.792, 1.817], [2.539, -1.090, 0.395], [1.316, 0.773, -0.619], [-0.788, 2.578, 0.263], [-1.463, -2.326, 0.883], [-0.033, -1.068, -0.047]],
  "mulliken_charge": [-0.687, 0.399, 0.358, 0.384, -0.546, 0.189, 0.331, -1.434, 0.354, 0.365, 0.267, -0.528, -0.592, 0.397, 0.275, 0.468]
}

Question: which arrangement is favored energetically? Ranking from most to least stable: two, one, three.

## one
{
  "formula": "C6H8O2",
  "method": "ωB97M-V/def2-TZVPD",
  "lumo_ev": 0.383,
  "spin_multiplicity": 1,
  "elements": ["C", "H", "C", "O", "O", "H", "C", "C", "H", "H", "H", "H", "C", "C", "H", "H"],
  "coordinates": [[-1.047, -0.306, 0.542], [-1.308, 2.229, -0.628], [-0.685, -1.527, -0.114], [2.189, 0.306, -0.407], [-2.057, 0.226, -0.333], [-1.560, 0.187, -1.230], [-0.375, 1.865, -0.078], [0.650, -1.390, -0.346], [-1.616, -0.273, 1.405], [1.830, 1.563, -0.201], [0.431, 2.600, -0.477], [-1.469, -2.499, -0.048], [1.336, -0.171, 0.507], [0.040, 0.660, 0.583], [1.244, -2.275, -0.881], [1.888, -0.571, 1.416]],
  "mulliken_charge": [0.126, 0.261, -0.565, -0.570, -0.669, 0.460, -0.837, -0.375, 0.484, 0.340, 0.127, 0.273, 0.481, -0.036, 0.265, 0.236]
}

## two
{
  "formula": "C6H8O2",
  "method": "ωB97M-V/def2-TZVPD",
  "lumo_ev": 0.338,
  "spin_multiplicity": 1,
  "smiles": "C#CC=C(CO)CO",
  "elements": ["C", "C", "H", "H", "C", "H", "O", "H", "H", "C", "H", "C", "H", "H", "C", "O"],
  "coordinates": [[0.451, 0.511, 1.508], [-1.789, 0.728, -1.465], [2.259, -0.839, -0.637], [-0.008, 1.238, 2.446], [-2.191, -0.009, -2.409], [-2.540, -0.902, -3.246], [1.979, 1.063, 1.200], [0.634, -1.619, 0.539], [-1.435, 1.966, 0.132], [-1.191, 0.992, -0.192], [-0.562, -1.579, -0.741], [0.443, -1.094, -0.409], [2.276, 0.939, 2.213], [0.366, -0.616, 2.162], [-0.222, 0.235, 0.134], [1.530, -1.012, -1.231]],
  "mulliken_charge": [-0.655, -0.216, 0.344, 0.291, -0.252, 0.289, -0.530, 0.342, 0.370, -0.317, 0.355, -0.619, 0.329, 0.278, 0.491, -0.499]
}

## three
{
  "formula": "C6H8O2",
  "method": "ωB97M-V/def2-TZVPD",
  "lumo_ev": 0.458,
  "spin_multiplicity": 1,
  "elements": ["H", "C", "H", "C", "C", "O", "H", "H", "C", "C", "H", "C", "H", "H", "O", "H"],
  "coordinates": [[0.228, 1.965, -0.373], [-1.953, -0.405, 0.111], [-2.020, -1.546, 0.036], [0.495, -0.614, 0.882], [1.677, 0.503, -0.528], [0.643, -1.501, -0.364], [0.047, -1.074, 1.770], [0.147, -0.402, -1.844], [0.510, -0.248, -0.929], [-0.544, 0.140, 0.034], [2.238, 1.069, -1.308], [1.856, 0.217, 0.803], [2.624, 0.511, 1.542], [-2.493, 0.067, -0.785], [-0.779, 1.487, 0.088], [-2.674, -0.169, 0.864]],
  "mulliken_charge": [0.450, -1.446, 0.307, -0.047, -0.731, -0.480, 0.557, 0.672, -0.419, 0.939, 0.439, -0.672, 0.406, 0.310, -0.698, 0.414]
}

## four
{
  "formula": "C6H8O2",
  "method": "ωB97M-V/def2-TZVPD",
  "lumo_ev": [0.417, 0.224],
  "spin_multiplicity": 1,
  "elements": ["C", "O", "C", "C", "H", "H", "H", "H", "C", "C", "H", "H", "C", "H", "H", "O"],
  "coordinates": [[-1.803, 0.885, 0.022], [1.642, 0.219, -1.676], [-0.821, -0.220, -0.154], [1.186, 0.336, 1.626], [-1.346, 1.716, 0.562], [2.246, 0.078, 1.685], [1.409, 0.150, -2.616], [-2.165, 1.257, -0.939], [0.541, -0.324, 0.472], [0.717, -0.374, -0.887], [0.716, 0.084, 2.580], [0.404, -2.684, -0.882], [0.043, -1.702, -1.194], [-2.662, 0.542, 0.605], [1.146, 1.429, 1.536], [-1.253, -1.394, -0.738]],
  "mulliken_charge": [-1.268, -0.511, 0.656, -1.324, 0.297, 0.345, 0.349, 0.294, 0.275, 0.450, 0.327, 0.226, -0.407, 0.355, 0.317, -0.379]
}

Question: which arrangement is favored energetically? Ranking from most to least stable: three, four, two, one.

## one
{
  "formula": "C6H8O2",
  "method": "ωB97M-V/def2-TZVPD",
  "lumo_ev": 0.962,
  "spin_multiplicity": 1,
  "smiles": "O[C@H]1[C@H]2O[C@H]3C[C@H]3[C@@H]12",
  "elements": ["H", "C", "C", "H", "C", "C", "O", "H", "O", "H", "H", "H", "H", "C", "C", "H"],
  "coordinates": [[-2.362, 0.221, 1.237], [0.874, -0.166, -0.986], [-1.340, -0.183, 0.962], [-1.928, -1.118, -1.101], [0.433, 1.109, -0.297], [1.712, 0.316, 0.264], [0.193, -1.358, -0.544], [1.307, -0.593, -2.046], [1.483, -0.608, 1.195], [2.560, 0.855, -0.049], [0.501, 2.078, -0.769], [-1.941, 1.448, 0.030], [-0.428, -0.637, 1.657], [-1.019, 0.743, 0.035], [-1.066, -0.847, -0.351], [1.021, -1.260, 0.763]],
  "mulliken_charge": [0.276, -0.015, -0.305, 0.315, -0.330, -0.279, -0.468, 0.330, -0.658, 0.405, 0.399, 0.299, 0.200, -0.242, -0.392, 0.465]
}

## two
{
  "formula": "C6H8O2",
  "method": "ωB97M-V/def2-TZVPD",
  "lumo_ev": 0.885,
  "spin_multiplicity": 1,
  "smiles": "C=C=COC/C=C\\O",
  "elements": ["H", "O", "H", "O", "H", "C", "C", "C", "C", "H", "C", "H", "H", "H", "H", "C"],
  "coordinates": [[-1.963, -0.498, -1.148], [0.810, 0.463, -2.604], [0.231, -2.015, -0.452], [-1.007, 1.153, -0.581], [-1.375, -0.548, 0.533], [0.084, -1.064, -0.936], [0.310, 1.303, 1.389], [0.945, 0.528, 2.216], [-0.462, 1.833, 0.489], [0.450, 0.036, 3.043], [-1.115, -0.265, -0.491], [1.713, -1.304, -2.284], [2.012, 0.371, 2.148], [-0.729, 2.880, 0.467], [0.120, 1.019, -2.202], [0.880, -0.711, -1.936]],
  "mulliken_charge": [0.306, -0.564, 0.352, -0.470, 0.431, -0.349, 0.216, -0.606, -0.304, 0.251, -0.581, 0.376, 0.249, 0.374, 0.415, -0.096]
}

Question: which arrangement is favored energetically? Ranking from most to least stable: two, one.

## one
{
  "formula": "C6H13N3",
  "method": "ωB97M-V/def2-TZVPD",
  "lumo_ev": [0.816, 0.816],
  "spin_multiplicity": 1,
  "smiles": "C=C=C(C)N(N)[C@@H](C)N",
  "elements": ["H", "H", "H", "C", "N", "H", "H", "C", "N", "C", "H", "N", "H", "H", "H", "H", "C", "H", "H", "C", "H", "C"],
  "coordinates": [[-2.965, 1.618, -0.007], [-1.584, -1.630, 1.253], [-2.795, 0.557, 1.397], [1.277, -0.456, -0.650], [-1.069, -1.738, 0.377], [-0.411, -2.495, 0.551], [-3.055, -0.129, -0.223], [-0.358, 1.753, -0.054], [-0.360, -0.550, 0.058], [-1.055, 0.630, 0.137], [1.562, 0.557, -0.924], [1.304, -1.271, -1.805], [-0.217, 3.539, 1.032], [1.882, -1.982, 0.765], [2.110, -0.322, 1.331], [3.218, -0.997, 0.129], [-2.551, 0.666, 0.335], [1.092, 3.242, -0.246], [0.836, -0.791, -2.567], [2.171, -0.974, 0.456], [0.763, -2.111, -1.617], [0.207, 2.884, 0.273]],
  "mulliken_charge": [0.359, 0.204, 0.344, -0.062, -0.959, 0.261, 0.384, -0.418, 0.498, 0.979, 0.408, -0.638, 0.254, 0.258, 0.305, 0.380, -1.445, 0.239, 0.293, -1.175, 0.327, -0.795]
}

## two
{
  "formula": "C6H13N3",
  "method": "ωB97M-V/def2-TZVPD",
  "lumo_ev": 1.017,
  "spin_multiplicity": 1,
  "smiles": "C[C@]12N([C@]1(C)N)[C@@]2(C)N",
  "elements": ["N", "H", "H", "H", "C", "C", "N", "C", "H", "H", "H", "C", "C", "H", "H", "H", "C", "H", "H", "N", "H", "H"],
  "coordinates": [[0.258, 0.449, -0.880], [1.768, -1.084, -1.785], [2.965, 0.822, 0.901], [-1.469, -2.245, 0.200], [-0.159, -0.560, 0.077], [-1.272, 1.664, 0.820], [-2.228, 0.386, -1.124], [-1.128, 0.550, -0.184], [-2.227, 2.189, 0.708], [1.940, -0.073, 2.011], [-1.234, 1.272, 1.841], [1.290, -0.181, -0.039], [-0.547, -1.953, -0.314], [3.041, -0.416, -1.066], [1.421, 1.478, 1.382], [-0.705, -2.060, -1.393], [1.925, 0.548, 1.110], [0.229, -2.667, -0.020], [-0.486, 2.415, 0.698], [2.209, -0.971, -0.871], [-3.009, 1.005, -0.929], [-2.583, -0.565, -1.141]],
  "mulliken_charge": [-0.997, 0.289, 0.418, 0.445, 0.098, -1.569, -0.687, 1.554, 0.450, 0.229, 0.324, 1.317, -2.204, 0.298, 0.287, 0.438, -1.306, 0.460, 0.324, -0.681, 0.277, 0.236]
}

## three
{
  "formula": "C6H13N3",
  "method": "ωB97M-V/def2-TZVPD",
  "lumo_ev": 0.846,
  "spin_multiplicity": 1,
  "smiles": "CC/N=C\\NN1CCC1",
  "elements": ["C", "H", "N", "H", "N", "H", "C", "H", "N", "H", "H", "H", "H", "H", "C", "H", "H", "C", "C", "H", "H", "C"],
  "coordinates": [[0.616, 0.325, 0.074], [2.738, 3.005, 1.860], [1.209, 1.489, 0.366], [-2.022, -3.084, -2.380], [-0.483, -0.373, 0.877], [1.378, 4.278, 2.289], [1.544, 3.319, 1.616], [0.007, -3.531, -2.001], [-1.237, -1.324, -0.310], [-1.685, -1.051, -2.595], [-1.250, 0.395, 0.959], [1.215, -0.045, -0.849], [0.283, -0.796, -1.994], [-1.500, -3.474, 0.607], [-0.938, -2.849, -1.706], [0.213, -2.591, 0.262], [-0.407, 2.819, 0.896], [-0.761, -2.712, -0.094], [-0.745, -1.347, -1.970], [-0.001, 1.505, 2.235], [1.402, 3.838, 0.492], [0.423, 2.203, 1.366]],
  "mulliken_charge": [-0.054, 0.230, -0.389, 0.244, -0.455, 0.300, -0.854, 0.232, -0.259, 0.225, 0.355, 0.376, 0.118, 0.211, -0.431, 0.341, 0.188, -0.425, -0.177, 0.316, 0.239, -0.333]
}

## four
{
  "formula": "C6H13N3",
  "method": "ωB97M-V/def2-TZVPD",
  "lumo_ev": [0.828, 0.469],
  "spin_multiplicity": 1,
  "elements": ["C", "H", "H", "N", "C", "H", "H", "H", "H", "H", "N", "C", "C", "H", "H", "N", "H", "C", "H", "C", "H", "H"],
  "coordinates": [[-2.501, -2.614, 0.804], [2.240, 1.941, 0.367], [-0.813, -1.899, 2.643], [-1.020, -0.876, 0.801], [0.634, 1.820, -1.159], [1.109, 3.193, 0.433], [2.364, 2.952, -1.073], [0.714, -1.972, 1.474], [0.280, -0.496, 2.476], [-2.233, -2.714, 1.835], [-2.060, -1.350, 0.262], [1.670, 2.580, -0.293], [-0.210, -1.334, 1.940], [-3.516, -2.717, 0.667], [2.134, 0.316, -1.784], [-0.367, -0.060, 0.008], [0.497, 0.412, -2.662], [1.366, 0.947, -2.180], [-2.056, -3.559, 0.319], [-0.261, 1.080, -0.293], [1.809, 1.634, -2.979], [0.220, 2.716, -1.608]],
  "mulliken_charge": [-0.622, 0.355, 0.304, 0.582, 1.044, 0.379, 0.361, 0.275, 0.300, 0.158, -0.921, -1.456, -0.765, 0.358, 0.303, 0.040, 0.305, -1.241, 0.247, -0.655, 0.386, 0.261]
}

Question: which arrangement is favored energetically? Ranking from most to least stable: two, one, four, three.